No. 1
Below is a molecular structure, C16H40O7 at a distorted geometry, with properties calculated with ωB97M-V/def2-TZVPD.

```
63
Properties=species:S:1:pos:R:3:forces:R:3:nbo_charge:R:1
C -23.296 -21.247 14.690 0.162 -1.097 0.743 -0.453
C -24.561 -21.287 15.548 -0.818 -0.154 -0.971 -0.421
C -25.426 -22.326 14.780 2.303 1.731 1.148 -0.172
O -25.120 -22.037 13.405 3.382 -0.556 -0.092 -0.586
C -23.718 -21.563 13.235 -3.316 0.440 1.745 -0.083
H -22.825 -22.163 15.046 1.020 0.773 -0.070 0.208
H -22.691 -20.359 14.874 0.360 -0.869 -0.328 0.220
H -25.086 -20.332 15.539 -0.222 0.074 -0.050 0.201
H -24.475 -21.578 16.595 0.742 0.431 -0.127 0.219
H -26.489 -22.166 14.965 2.380 0.328 1.082 0.275
H -25.275 -23.352 15.114 0.716 -0.115 -1.091 0.174
H -23.815 -20.687 12.594 -0.947 -1.158 0.743 0.200
H -23.041 -22.248 12.724 -2.195 -0.220 1.191 0.170
C -23.183 -24.638 15.391 -1.538 1.077 -0.441 -0.469
C -21.859 -25.188 15.511 3.007 -0.502 -0.857 -0.426
C -21.252 -24.276 16.575 0.610 -2.027 -0.966 -0.064
O -22.226 -24.259 17.541 -1.875 0.015 1.133 -0.532
C -23.515 -24.423 16.873 0.371 0.634 -0.097 -0.059
H -23.916 -25.154 14.769 -0.095 -0.400 0.396 0.225
H -23.085 -23.658 14.925 -0.144 -0.393 -0.050 0.197
H -21.168 -25.140 14.670 -0.390 -0.136 -0.408 0.226
H -21.863 -26.233 15.821 0.075 0.005 0.416 0.205
H -21.012 -23.272 16.225 0.201 0.101 -0.264 0.153
H -20.370 -24.853 16.854 0.364 0.691 0.830 0.186
H -24.088 -23.501 16.973 0.933 -0.673 0.606 0.175
H -24.085 -25.256 17.283 0.182 0.008 0.332 0.182
C -21.140 -22.877 11.903 -1.754 -1.411 0.541 -0.415
C -20.076 -22.419 12.814 1.554 0.098 1.194 -0.446
C -19.190 -23.643 12.964 -0.012 -0.247 0.055 -0.058
O -19.973 -24.774 12.596 -0.691 -0.610 -0.043 -0.550
C -21.341 -24.401 12.269 2.063 1.176 -1.477 -0.074
H -20.808 -22.680 10.883 -0.526 -0.317 -0.120 0.218
H -22.071 -22.401 12.209 1.820 -0.264 -1.937 0.186
H -20.330 -22.206 13.853 -0.893 0.555 -0.198 0.203
H -19.536 -21.572 12.393 -0.015 0.065 0.214 0.228
H -18.909 -23.813 14.004 0.422 0.234 0.016 0.170
H -18.308 -23.520 12.336 0.139 -0.600 -0.086 0.172
H -22.065 -24.610 13.057 0.221 0.357 0.189 0.172
H -21.624 -25.012 11.412 -0.024 0.074 -0.081 0.189
C -22.168 -19.738 12.149 0.221 -0.860 -1.821 -0.268
O -21.616 -19.537 10.880 0.964 -0.100 -0.920 -0.732
H -23.231 -19.498 12.141 0.255 0.733 -0.632 0.102
H -22.181 -20.742 12.576 1.475 0.660 -0.824 0.136
H -21.698 -19.012 12.812 0.455 -2.172 -1.960 0.275
H -21.959 -20.086 10.171 -0.323 -0.238 0.249 0.457
C -26.313 -23.288 16.993 -0.767 -0.052 -0.841 -0.251
O -26.446 -22.935 18.314 0.043 0.460 1.684 -0.725
H -26.497 -24.349 16.829 0.278 -0.296 -0.127 0.150
H -26.966 -22.733 16.319 -0.623 -0.243 0.860 0.173
H -25.322 -22.997 16.644 -1.443 -0.566 1.163 0.176
H -27.201 -23.363 18.725 -0.016 0.017 -0.141 0.471
C -23.418 -18.269 14.240 1.391 1.491 0.664 -0.265
O -22.003 -18.152 13.745 -2.078 3.216 3.885 -0.740
H -23.426 -18.985 15.062 -0.349 0.540 -0.365 0.189
H -23.731 -17.302 14.633 0.071 0.058 -0.052 0.192
H -24.112 -18.522 13.439 0.487 -0.163 0.069 0.201
H -21.499 -17.444 14.152 -0.389 0.469 0.605 0.490
C -27.389 -21.878 13.476 -4.277 -1.650 -1.517 -0.276
O -27.938 -21.382 14.748 0.397 0.177 -1.226 -0.770
H -27.193 -21.184 12.659 0.281 0.459 0.753 0.186
H -26.593 -22.589 13.696 -2.662 0.761 -1.807 0.240
H -28.107 -22.588 13.066 -0.947 0.219 -0.265 0.153
H -28.603 -20.704 14.608 -0.013 -0.036 -0.254 0.489
```
Forces are in eV/Å.

The energy above the lowest of the compared OMol25 structures with the same formula, charge and spin comes out at 238.86 kcal per mole. The value obtained for the max |F| is 5.5 eV/A. For the HOMO-LUMO gap, the calculation gives 9.57 eV. The value obtained for the total energy is -31559.791 eV. The HOMO energy is -9.08 eV.

***

No. 2
Below is a molecular structure, C16H41AsF6N3O5Rb at a distorted geometry, with properties calculated with ωB97M-V/def2-TZVPD.

```
73
Properties=species:S:1:pos:R:3:forces:R:3:lowdin_charge:R:1
Rb -12.622 -7.633 24.790 0.159 -0.073 0.012 0.785
As -7.776 -7.470 29.014 0.337 0.873 0.957 0.905
F -6.032 -7.139 29.303 -1.741 -0.499 -0.742 -0.297
F -7.914 -8.357 30.573 0.322 0.655 -1.386 -0.309
F -9.499 -7.766 28.768 0.509 0.324 -0.072 -0.312
F -7.803 -6.548 27.381 0.273 -1.233 2.234 -0.355
F -7.430 -9.008 28.207 0.001 1.174 0.207 -0.298
F -8.110 -5.960 29.961 0.072 -1.324 -1.428 -0.315
C -18.246 -11.834 26.095 -2.220 -0.432 -0.958 -0.090
C -17.456 -10.602 26.030 0.917 1.207 3.987 -0.445
C -17.101 -10.061 27.513 -0.181 -0.581 -1.592 -0.214
O -16.391 -8.889 27.390 1.329 2.953 1.468 -0.209
C -15.998 -8.388 28.739 0.232 -0.571 -1.128 -0.052
N -16.287 -10.969 25.325 1.750 0.112 -2.120 0.024
H -18.339 -12.163 25.060 -0.104 -0.299 -0.244 0.076
H -19.293 -11.624 26.316 -0.040 -0.565 0.987 0.089
H -17.718 -12.651 26.586 -0.463 0.171 0.594 0.099
H -17.932 -9.756 25.534 -0.182 -0.159 -0.145 0.144
H -16.410 -10.713 28.048 -0.518 -1.048 0.103 0.123
H -17.987 -9.810 28.095 -0.447 -0.729 0.051 0.122
H -15.120 -8.930 29.091 -0.023 -0.413 -0.038 0.084
H -16.781 -8.500 29.489 -0.300 -0.104 -0.253 0.083
H -15.676 -7.347 28.743 -0.373 0.052 -0.678 0.081
H -16.733 -11.529 24.613 0.560 0.313 -1.290 0.057
H -15.755 -11.736 25.710 0.237 0.184 1.216 0.078
C -9.924 -0.572 23.870 0.357 -1.459 -0.213 -0.099
O -11.334 -0.512 23.728 0.103 1.180 -0.620 -0.192
C -12.125 -0.538 24.880 0.893 -1.349 1.692 -0.214
C -12.216 -2.017 25.381 -1.222 -0.046 -0.950 -0.160
N -13.015 -2.814 24.404 0.310 0.034 0.005 -0.081
C -14.463 -2.669 24.499 0.309 -1.303 -0.706 -0.192
C -15.097 -3.209 23.140 -0.836 -0.063 2.557 -0.185
O -14.872 -4.617 23.001 1.274 0.291 -0.621 -0.211
C -15.314 -5.077 21.730 -0.950 -0.147 0.616 -0.107
H -9.411 -0.077 23.046 -0.446 0.301 0.005 0.087
H -9.653 -1.625 23.787 0.246 -0.242 -0.096 0.079
H -9.450 -0.279 24.806 -0.682 0.610 0.306 0.093
H -13.096 -0.090 24.670 -0.011 -0.222 -0.215 0.116
H -11.679 0.027 25.699 0.186 0.434 -0.017 0.116
H -12.647 -2.163 26.372 -0.373 0.452 0.049 0.115
H -11.240 -2.487 25.498 0.248 0.317 -0.393 0.107
H -12.861 -2.418 23.488 0.971 -0.041 -0.225 0.086
H -14.726 -1.645 24.761 -0.574 0.248 -0.478 0.106
H -14.810 -3.293 25.323 -0.269 -0.121 -0.021 0.111
H -14.830 -2.595 22.279 0.376 -0.228 -0.172 0.122
H -16.174 -3.159 23.297 -0.317 0.638 -0.285 0.115
H -15.085 -6.131 21.574 0.680 0.114 0.178 0.082
H -14.971 -4.460 20.900 0.165 -0.035 0.010 0.091
H -16.403 -5.096 21.757 -0.345 0.385 -0.346 0.086
C -11.944 -14.455 26.762 -0.840 -0.433 0.728 -0.155
O -11.394 -14.089 25.562 1.123 1.668 -1.070 -0.194
C -10.582 -12.887 25.666 -0.040 -0.773 -0.614 -0.182
C -10.114 -12.588 24.224 -0.041 0.342 0.351 -0.207
N -9.731 -11.195 23.969 -1.080 0.221 -0.104 -0.076
C -9.488 -10.856 22.510 -0.302 -0.407 2.173 -0.157
C -9.245 -9.361 22.285 0.775 0.035 -0.063 -0.207
O -10.439 -8.594 22.121 -0.324 -1.596 0.645 -0.234
C -10.344 -7.228 21.791 0.234 -1.023 0.239 -0.100
H -11.198 -14.573 27.548 0.101 -0.221 0.150 0.091
H -12.495 -15.377 26.577 0.194 -0.176 0.254 0.092
H -12.682 -13.729 27.104 -0.122 0.327 0.193 0.081
H -9.725 -13.111 26.301 0.213 -0.100 0.096 0.120
H -11.078 -12.056 26.168 -0.590 0.090 -0.266 0.117
H -10.929 -12.855 23.552 0.182 -0.283 -0.057 0.119
H -9.226 -13.212 24.121 -0.167 -0.558 -0.706 0.117
H -8.967 -11.070 24.617 0.581 0.890 -0.590 0.110
H -10.371 -11.204 21.974 -0.087 0.194 -0.046 0.117
H -8.661 -11.478 22.167 0.346 0.333 -0.406 0.114
H -8.547 -9.276 21.452 -0.420 0.174 -0.786 0.119
H -8.618 -8.952 23.077 -0.268 0.050 0.634 0.125
H -10.011 -7.174 20.755 0.047 0.657 -0.013 0.098
H -9.680 -6.730 22.497 0.168 0.377 -0.190 0.097
H -11.370 -6.883 21.921 0.120 0.481 -0.354 0.070
```
Forces are in eV/Å.

The value obtained for the max |F| is 4.3 eV/A. For the HOMO-LUMO gap, the calculation gives 8.31 eV. The value obtained for the total energy is -109761.104 eV. The HOMO energy is -9.25 eV.

***

No. 3
Below is a molecular structure, C16H41CdN2O3P2S5 at a distorted geometry, with properties calculated with ωB97M-V/def2-TZVPD.

```
70
Properties=species:S:1:pos:R:3:forces:R:3:nbo_charge:R:1
Cd -0.681 -0.771 0.135 -0.144 -0.409 -0.161 1.467
C 1.789 -4.767 -0.261 -0.035 -0.007 -0.035 -0.642
C 0.777 -3.695 -0.602 -0.331 -0.047 -0.107 -0.223
S 1.439 -2.074 -0.558 -0.195 0.602 0.340 -0.516
C -0.503 -3.994 -0.900 0.182 -0.036 0.003 -0.200
C -1.044 -5.401 -0.872 0.167 0.093 0.011 -0.636
S -1.723 -2.814 -1.334 -0.217 0.435 0.140 -0.602
H 2.749 -4.292 -0.077 0.079 -0.090 0.029 0.221
H 1.904 -5.478 -1.084 0.048 -0.075 0.025 0.189
H 1.501 -5.322 0.634 0.045 -0.076 0.067 0.194
H -0.294 -6.134 -0.579 0.061 -0.095 0.001 0.189
H -1.427 -5.663 -1.859 -0.074 -0.115 -0.047 0.197
H -1.879 -5.458 -0.172 -0.076 -0.044 0.018 0.206
C 4.500 4.006 0.834 0.005 -0.213 0.078 -0.639
C 4.976 2.713 1.482 0.400 0.222 -0.269 -0.060
O 3.899 2.016 2.050 -0.538 -0.595 -0.088 -0.840
P 3.177 0.771 1.201 0.963 0.400 0.612 1.594
S 1.664 0.367 2.410 -0.228 0.053 -0.498 -0.699
S 3.133 1.267 -0.706 -0.332 -0.324 0.153 -0.707
O 4.346 -0.380 1.311 -0.466 0.471 -0.510 -0.834
C 4.524 -1.057 2.535 0.059 -0.258 0.608 -0.061
C 3.810 -2.399 2.535 0.043 0.277 -0.148 -0.637
H 5.344 4.617 0.525 0.181 0.136 -0.062 0.181
H 3.887 4.567 1.534 -0.049 0.110 0.135 0.199
H 3.894 3.757 -0.034 -0.024 0.063 -0.027 0.242
H 5.679 2.923 2.300 -0.025 -0.020 -0.124 0.154
H 5.481 2.089 0.732 0.049 0.098 0.109 0.185
H 4.143 -0.439 3.357 0.144 -0.074 -0.006 0.187
H 5.608 -1.188 2.662 -0.138 0.040 0.020 0.154
H 2.750 -2.234 2.352 -0.025 -0.073 -0.023 0.257
H 3.938 -2.898 3.495 0.063 -0.079 0.111 0.182
H 4.198 -3.027 1.736 0.027 -0.130 -0.066 0.201
N -0.083 2.216 0.113 0.028 -0.111 -0.009 -0.891
C -0.429 3.320 0.991 -0.107 0.462 0.085 -0.211
C -1.715 4.033 0.553 -0.007 -0.383 0.203 -0.411
C -2.916 3.090 0.443 -0.050 0.292 0.037 -0.224
N -2.984 2.491 -0.891 0.097 -0.252 -0.128 -0.877
H 0.681 1.696 0.546 -0.057 0.129 -0.189 0.405
H 0.274 2.563 -0.775 0.030 -0.150 0.127 0.359
H 0.375 4.083 1.062 -0.139 -0.280 0.063 0.151
H -0.571 2.897 1.989 0.008 0.064 -0.020 0.201
H -1.558 4.503 -0.423 -0.028 0.131 -0.014 0.188
H -1.932 4.817 1.286 0.047 0.043 -0.084 0.188
H -3.851 3.650 0.585 0.140 -0.036 0.097 0.163
H -2.855 2.328 1.230 0.020 0.110 0.004 0.198
H -3.697 1.765 -0.858 0.077 -0.014 -0.053 0.357
H -2.101 1.996 -1.029 -0.173 -0.026 0.065 0.376
C -4.362 -1.761 0.912 0.183 0.787 0.136 -0.789
S -3.958 -0.102 1.581 -1.241 -0.504 -0.204 0.772
C -5.607 -0.307 2.861 0.168 0.109 -0.061 -0.870
O -2.398 -0.255 1.562 1.994 -0.057 -0.416 -1.160
H -5.393 -1.788 0.580 -0.273 -0.004 -0.038 0.190
H -4.191 -2.514 1.674 0.077 -0.155 0.117 0.199
H -3.687 -1.921 0.076 -0.027 -0.149 0.043 0.250
H -6.498 -0.423 2.260 -0.405 -0.071 -0.231 0.172
H -5.627 0.619 3.419 -0.027 0.225 0.171 0.179
H -5.450 -1.158 3.511 0.059 -0.229 0.148 0.176
C 0.310 -0.779 -3.612 -0.064 0.153 0.183 -0.954
P -0.782 0.432 -2.761 -0.056 -0.419 -0.822 0.809
C -2.405 -0.057 -3.501 0.162 0.097 0.283 -0.950
C -0.442 1.905 -3.849 -0.040 -0.127 0.480 -0.940
H 0.193 -0.738 -4.697 -0.055 0.074 -0.088 0.186
H 0.055 -1.769 -3.239 0.045 -0.037 0.019 0.276
H 1.341 -0.566 -3.330 0.066 -0.060 -0.005 0.249
H -2.332 -0.183 -4.582 0.019 0.012 -0.075 0.195
H -3.147 0.704 -3.267 -0.092 0.087 -0.017 0.222
H -2.704 -0.997 -3.042 -0.048 -0.069 -0.052 0.260
H -0.650 1.681 -4.897 -0.001 -0.070 -0.038 0.200
H 0.604 2.184 -3.739 0.103 0.070 -0.006 0.227
H -1.064 2.738 -3.527 -0.055 0.118 0.000 0.227
```
Forces are in eV/Å.

The energy above the lowest of the compared OMol25 structures with the same formula, charge and spin comes out at 20.47 kcal per mole. The value obtained for the max |F| is 2.0 eV/A. Its expectation value of S² is 0.76. For the HOMO-LUMO gap (alpha / beta), the calculation gives 4.88 / 5.65 eV. The spin multiplicity is 2. Its net charge is -2. The value obtained for the total energy is -103700.577 eV. The HOMO energy (alpha / beta) is -0.10 / -0.95 eV.